1.
ORCA calculation (ωB97M-V with the def2-TZVPD basis set) on a 2-piece molecular cluster, C2H7N2P2 overall in a non-equilibrium geometry.

Each line ends with the Löwdin charge.
Atoms and positions in Å:
1 C -0.886 1.591 1.208  -0.49
2 C 0.133 0.974 0.263  -0.53
3 N 1.369 -2.111 1.089  0.07
4 N -0.872 -0.103 -2.006  -0.17
5 P -2.294 0.716 1.028  0.89
6 P -0.759 -0.456 -0.386  0.83
7 H -0.774 2.336 2.000  0.07
8 H 0.799 1.597 -0.353  0.10
9 H 1.094 0.661 0.744  0.08
10 H 1.397 -3.169 0.893  0.03
11 H 2.215 -1.744 0.692  -0.04
12 H -0.302 0.566 -2.502  0.07
13 H -1.120 -0.858 -2.669  0.08

Calculated values
- Total charge: +1
- LUMO level (spin up / spin down): -7.05 / -4.90 eV
- Kohn-Sham gap (spin up / spin down): 7.103 / 8.527 eV


2.
ORCA calculation (ωB97M-V with the def2-TZVPD basis set) on an isolated molecule of C5H8O in a non-equilibrium geometry.

Each line ends with the Löwdin charge.
Atoms and positions in Å:
1 C 1.256 0.406 -0.756  0.03
2 C 0.571 0.415 0.523  -0.30
3 C -0.857 1.031 0.854  -0.30
4 O -1.854 0.280 0.305  -0.19
5 C -0.822 -1.242 -0.623  0.09
6 C 0.442 -0.980 -0.001  -0.18
7 H 0.737 0.495 -1.700  0.09
8 H 2.320 0.707 -0.819  0.10
9 H 1.295 0.482 1.335  0.14
10 H -0.806 2.083 0.490  0.12
11 H -0.862 1.050 1.964  0.11
12 H -1.197 -0.627 -1.414  0.08
13 H -1.154 -2.299 -0.685  0.10
14 H 0.932 -1.801 0.527  0.12

Calculated values
- LUMO level: 0.19 eV
- Kohn-Sham gap: 9.017 eV


3.
ORCA calculation (ωB97M-V with the def2-TZVPD basis set) on a 3-piece molecular cluster, C5H7NO overall.

Each line ends with the Löwdin charge.
Atoms and positions in Å:
1 C -1.713 0.555 -0.535  0.03
2 C -0.515 0.073 -0.016  -0.37
3 C 0.357 0.832 0.757  -0.07
4 N 1.622 0.350 0.605  0.09
5 C 1.633 -0.927 -0.007  -0.43
6 O 2.602 -1.626 -0.134  0.10
7 C 0.163 -1.250 -0.311  -0.03
8 H -2.525 -0.148 -0.736  0.07
9 H -1.774 1.466 -1.117  0.05
10 H -1.449 2.045 0.591  0.10
11 H -0.587 1.983 0.858  0.06
12 H 2.388 0.597 1.219  0.15
13 H -0.133 -2.068 0.359  0.14
14 H 0.045 -1.597 -1.340  0.13

Calculated values
- LUMO level: -0.32 eV
- Kohn-Sham gap: 8.108 eV


4.
ORCA calculation (ωB97M-V with the def2-TZVPD basis set) on a 4-piece molecular cluster, C4H17NO3 overall in a non-equilibrium geometry.

Each line ends with the Löwdin charge.
Atoms and positions in Å:
1 C 1.646 -0.951 -0.645  -0.10
2 N 0.427 -0.665 -1.431  -0.10
3 C 0.014 0.698 -1.745  -0.46
4 C 0.332 1.136 -3.186  -0.06
5 C 0.532 1.777 -0.775  -0.06
6 H 1.894 -0.118 -0.004  0.06
7 H 2.466 -1.274 -1.277  0.08
8 H 1.363 -1.628 0.171  0.07
9 H 0.406 -1.275 -2.228  0.10
10 H -1.065 0.761 -1.608  0.12
11 H -0.413 0.830 -3.896  0.06
12 H 1.339 0.794 -3.479  0.08
13 H 0.551 2.210 -3.236  0.07
14 H 0.103 2.722 -1.066  0.08
15 H 1.609 1.722 -0.620  0.08
16 H 0.139 1.553 0.220  0.05
17 O -0.724 2.021 2.915  -0.07
18 H -0.734 1.084 3.149  0.02
19 H -1.041 2.003 1.995  0.02
20 O -1.277 -0.586 1.307  -0.07
21 H -0.750 -0.389 0.517  0.00
22 H -1.465 -1.527 1.180  0.02
23 O -0.738 -3.088 2.466  -0.07
24 H -1.551 -2.989 2.980  0.05
25 H -0.154 -2.462 2.929  0.05

Calculated values
- LUMO level: 0.60 eV
- SMILES: CNC(C)C.O.O.O
- Kohn-Sham gap: 9.410 eV


5.
ORCA calculation (ωB97M-V with the def2-TZVPD basis set) on an isolated molecule of C13H15N3O3 in a non-equilibrium geometry.

Each line ends with the Löwdin charge.
Atoms and positions in Å:
1 N -0.906 -4.144 2.244  -0.01
2 C -1.464 -2.892 1.783  -0.22
3 C -0.645 -2.306 0.729  -0.53
4 O 0.355 -2.912 0.425  0.07
5 N -0.998 -1.191 0.037  0.08
6 C -1.889 -0.161 0.394  -0.24
7 C -1.411 1.329 -0.056  -0.04
8 C 0.093 1.600 0.106  -0.12
9 C 0.709 2.083 1.278  -0.05
10 N 2.009 2.226 1.005  0.03
11 C 2.304 2.158 -0.359  -0.21
12 C 3.577 1.985 -0.902  -0.01
13 C 3.590 1.646 -2.246  -0.09
14 C 2.470 1.134 -2.891  -0.07
15 C 1.193 1.204 -2.266  -0.01
16 C 1.157 1.591 -0.927  -0.14
17 C -3.442 -0.284 0.162  -0.48
18 O -4.219 0.340 0.806  0.14
19 O -3.731 -1.390 -0.559  0.11
20 H 0.046 -4.033 2.725  0.11
21 H -0.819 -4.801 1.483  0.07
22 H -2.488 -3.153 1.275  0.16
23 H -1.584 -2.091 2.597  0.15
24 H -0.257 -0.803 -0.666  0.19
25 H -1.848 0.095 1.525  0.17
26 H -1.940 2.040 0.572  0.13
27 H -1.596 1.189 -1.014  0.06
28 H 0.287 2.394 2.140  0.09
29 H 2.650 3.055 1.426  0.22
30 H 4.393 2.322 -0.361  0.09
31 H 4.543 1.537 -2.790  0.11
32 H 2.385 0.900 -3.870  0.06
33 H 0.360 0.909 -2.803  0.08
34 H -2.886 -1.577 -1.002  0.10

Calculated values
- LUMO level: 0.47 eV
- SMILES: NCC(=O)N[C@@H](Cc1c[nH]c2ccccc12)C(=O)O
- Kohn-Sham gap: 8.703 eV


6.
ORCA calculation (ωB97M-V with the def2-TZVPD basis set) on an isolated molecule of C4H9N in a non-equilibrium geometry.

Each line ends with the Löwdin charge.
Atoms and positions in Å:
1 C -0.726 -0.698 -1.245  -0.10
2 C 0.447 -0.635 -0.364  -0.31
3 C 1.144 0.710 -0.208  -0.10
4 C 0.384 0.149 0.911  -0.41
5 N -0.895 0.716 1.242  0.01
6 H -1.258 -1.630 -1.198  0.06
7 H -0.499 -0.647 -2.321  0.08
8 H -1.357 0.181 -0.942  0.09
9 H 1.210 -1.443 -0.491  0.14
10 H 2.230 0.802 -0.115  0.10
11 H 0.664 1.566 -0.645  0.10
12 H 0.899 -0.329 1.785  0.14
13 H -1.527 -0.076 1.499  0.10
14 H -0.716 1.335 2.092  0.11

Calculated values
- LUMO level: 1.14 eV
- SMILES: C[C@H]1C[C@H]1N
- Kohn-Sham gap: 10.296 eV


One value per record, in order, for energy above the lowest of the compared OMol25 structures with the same formula, charge and spin: 374.0 428.2 477.0 107.1 364.8 99.7 kJ/mol.
One value per record, in order, for electronic energy: -872.2058 -270.3948 -324.5428 -443.0365 -894.2969 -212.5132 Eh.